C2H3NO2S2 | the ωB97M-V functional and the def2-TZVPD basis

The geometry in XYZ format:
```
10
Properties=species:S:1:pos:R:3:forces:R:3:mulliken_charge:R:1
O -2.570138 0.522648 0.437397 1.999 -3.622 -0.758 -0.47
C -1.704674 -0.293595 0.121085 0.679 1.976 -1.306 0.50
O -1.740134 -1.635786 -0.254311 1.920 2.743 1.063 -0.44
C -0.231892 0.151905 -0.176781 1.019 -0.637 1.336 0.42
S 0.199761 1.726313 -0.166160 -0.377 0.219 -0.256 -0.39
N 0.737021 -0.841196 -0.196893 -1.922 -0.223 0.542 -0.32
S 2.363436 -0.572676 0.186678 0.277 1.043 -0.371 -0.09
H -2.625193 -1.837685 -0.273607 -3.681 -1.383 -0.042 0.34
H 0.466097 -1.772221 0.116112 -0.365 0.376 -0.381 0.31
H 2.090367 0.795330 0.076949 0.452 -0.492 0.173 0.13
```
Positions in Å, forces in eV/Å.

The value obtained for the LUMO energy is -0.7 eV. Its SMILES is O=C(O)C(=S)NS. For the HOMO energy, the calculation gives -8.8 eV. Its frontier orbital gap is 0.295 hartree. As for the spin multiplicity: 1. The strongest force on any atom comes out at 0.082 hartree/bohr. For the energy, the calculation gives -29377.009 eV. For the energy above the lowest of the compared OMol25 structures with the same formula, charge and spin, the calculation gives 0.969 eV.